138
Properties=species:S:1:pos:R:3 method="wB97M-V/def2-TZVPD" homo_lumo_gap_ev=10.08 relative_energy_kcal_mol=0.00 e_tot_ev=-178548.8570 smiles="FC(F)C(F)(F)COC(F)(F)C(F)F.FC(F)C(F)(F)COC(F)(F)C(F)F.FC(F)C(F)(F)COC(F)(F)C(F)F.FC(F)C(F)(F)COC(F)(F)C(F)F.FC(F)C(F)(F)COC(F)(F)C(F)F.O=C1CCCO1.O=C1CCCO1.O=C1CCCO1.O=C1CCCO1"
F -5.58 0.01 -1.80
C -6.45 0.90 -1.28
F -7.10 0.31 -0.26
C -5.77 2.18 -0.81
F -4.85 1.91 0.15
F -6.64 3.10 -0.33
C -4.99 2.77 -2.02
O -4.82 4.17 -1.84
C -4.32 4.85 -2.91
F -3.04 4.48 -3.12
F -5.05 4.62 -4.00
C -4.38 6.36 -2.60
F -4.00 6.79 -1.38
F -3.66 6.99 -3.56
H -7.14 1.17 -2.08
H -5.67 2.72 -2.88
H -4.08 2.19 -2.13
H -5.41 6.72 -2.71
F 2.61 1.62 -10.03
C 2.81 2.22 -8.84
F 3.47 3.40 -9.05
C 1.55 2.47 -8.03
F 0.99 1.24 -7.81
F 0.70 3.26 -8.72
C 1.83 3.06 -6.64
O 2.72 2.22 -5.92
C 3.82 2.90 -5.41
F 4.65 3.14 -6.44
F 3.53 4.07 -4.86
C 4.47 1.97 -4.39
F 5.54 2.59 -3.88
F 3.61 1.66 -3.41
H 3.49 1.60 -8.23
H 0.85 3.18 -6.18
H 2.19 4.08 -6.78
H 4.75 1.04 -4.90
F -1.63 -1.87 1.28
C -1.48 -0.77 2.04
F -0.54 -0.97 2.99
C -1.33 0.52 1.23
F -1.16 1.56 2.09
F -2.48 0.79 0.57
C -0.17 0.42 0.26
O -0.12 1.58 -0.55
C -0.02 1.33 -1.88
F 0.96 0.44 -2.14
F -1.17 0.86 -2.40
C 0.31 2.66 -2.56
F 1.44 3.20 -2.06
F 0.47 2.50 -3.88
H -2.42 -0.71 2.61
H -0.23 -0.53 -0.29
H 0.69 0.32 0.92
H -0.51 3.36 -2.35
F -0.81 -5.27 -1.15
C -1.42 -4.08 -0.93
F -0.54 -3.06 -1.23
C -2.78 -3.95 -1.65
F -3.31 -2.75 -1.40
F -3.55 -4.92 -1.12
C -2.60 -4.17 -3.16
O -3.85 -4.32 -3.83
C -4.45 -3.19 -4.37
F -5.06 -2.53 -3.37
F -3.51 -2.41 -4.91
C -5.46 -3.68 -5.40
F -6.35 -4.48 -4.79
F -6.05 -2.64 -6.05
H -1.52 -3.96 0.15
H -2.05 -5.08 -3.39
H -1.95 -3.39 -3.55
H -4.96 -4.24 -6.20
F 3.05 0.69 9.13
C 3.75 1.20 8.07
F 5.05 1.15 8.46
C 3.62 0.26 6.86
F 4.02 -0.99 7.23
F 4.57 0.65 5.97
C 2.22 0.19 6.26
O 1.62 1.46 6.15
C 0.52 1.49 5.33
F 0.91 1.20 4.08
F -0.41 0.60 5.70
C -0.04 2.92 5.34
F -1.22 3.06 4.70
F -0.17 3.43 6.59
H 3.37 2.21 7.93
H 1.69 -0.51 6.91
H 2.24 -0.25 5.26
H 0.67 3.57 4.84
O -3.69 -3.25 3.09
C -3.28 -3.27 4.21
C -3.76 -4.15 5.35
C -3.33 -3.32 6.54
C -2.02 -2.71 6.08
O -2.29 -2.45 4.68
H -4.84 -4.13 5.21
H -3.31 -5.13 5.23
H -4.05 -2.59 6.89
H -3.16 -3.92 7.44
H -1.88 -1.78 6.62
H -1.15 -3.36 6.17
O 4.99 5.16 2.36
C 4.54 4.07 2.12
C 3.60 3.25 3.00
C 3.11 2.16 2.04
C 4.27 2.09 1.05
O 4.83 3.40 0.99
H 4.23 2.84 3.79
H 2.86 3.95 3.38
H 2.87 1.23 2.54
H 2.22 2.56 1.53
H 5.01 1.36 1.37
H 3.85 1.78 0.10
O 2.78 -0.97 0.46
C 3.38 -1.30 -0.53
C 2.87 -2.29 -1.53
C 4.19 -2.73 -2.20
C 4.90 -1.39 -2.14
O 4.57 -0.79 -0.90
H 2.19 -2.93 -0.98
H 2.28 -1.75 -2.28
H 4.64 -3.54 -1.62
H 4.12 -2.98 -3.26
H 5.99 -1.46 -2.25
H 4.60 -0.80 -3.02
O 3.69 -3.89 1.09
C 2.71 -3.99 1.80
C 1.28 -3.74 1.38
C 0.51 -4.25 2.57
C 1.51 -4.04 3.74
O 2.77 -4.29 3.07
H 1.24 -2.64 1.29
H 1.04 -4.13 0.40
H -0.36 -3.67 2.88
H 0.17 -5.28 2.41
H 1.48 -3.01 4.09
H 1.35 -4.80 4.51

22
Properties=species:S:1:pos:R:3 method="wB97M-V/def2-TZVPD" charge=+1 homo_lumo_gap_ev=8.96 relative_energy_kcal_mol=16.71 e_tot_ev=-29576.6468
N -0.68 1.69 2.04
C 0.30 2.41 1.12
C 0.99 1.50 0.15
S -0.24 0.47 -0.74
S 0.09 -1.45 -0.44
C 1.31 -2.04 -1.68
C 1.62 -1.09 -2.81
H -1.57 2.17 2.03
H -0.87 0.73 1.72
H -0.28 1.60 2.97
H 0.96 3.03 1.73
H -0.28 3.23 0.67
H 1.85 0.93 0.53
H 1.46 2.16 -0.58
H 2.21 -2.25 -1.09
H 1.01 -3.03 -2.02
H 0.78 -0.44 -3.11
H 1.69 -1.62 -3.77
H 2.49 -0.48 -2.66
H -3.26 -1.39 2.91
H -3.55 0.07 3.02
O -2.84 -0.55 2.82

83
Properties=species:S:1:pos:R:3 method="wB97M-V/def2-TZVPD" s2=6.012 homo_lumo_gap_ev="4.61 / 4.64" relative_energy_kcal_mol=40.44 e_tot_ev=-261248.5897 spin_multiplicity=5
Fe 0.98 -0.18 -0.28
C -2.23 6.68 0.06
C -3.42 5.74 0.20
C -3.46 5.17 1.65
C -4.68 6.57 -0.10
C -3.29 4.60 -0.85
C -3.24 4.92 -2.21
C -2.95 3.93 -3.19
C -2.75 2.63 -2.79
S -2.06 1.34 -3.74
C -1.89 0.45 -2.21
N -2.26 1.10 -1.12
C -2.77 2.33 -1.40
C -3.22 3.26 -0.45
C -1.44 -0.92 -2.09
C -2.10 -1.80 -2.96
C -2.03 -3.18 -2.76
C -1.21 -3.62 -1.73
C -0.47 -2.74 -0.94
C -0.51 -1.37 -1.16
H -2.18 7.42 0.86
H -2.22 7.25 -0.88
H -1.28 6.14 0.04
H -3.52 6.02 2.34
H -2.52 4.64 1.92
H -4.27 4.50 1.84
H -4.70 7.41 0.62
H -5.57 5.97 0.08
H -4.66 6.95 -1.12
H -3.35 5.95 -2.58
H -2.79 4.21 -4.22
H -3.33 2.97 0.63
H -2.70 -1.35 -3.73
H -2.49 -3.88 -3.41
H -1.05 -4.69 -1.55
H 0.12 -3.18 -0.13
C 3.27 -2.68 -1.65
C 3.02 -2.77 -0.22
N 2.31 -1.86 0.46
C 2.37 -2.23 1.80
C 3.09 -3.36 1.95
N 3.48 -3.77 0.64
C 4.31 -4.93 0.30
N 3.61 -6.02 -0.40
N 3.83 -6.26 -1.73
N 2.92 -7.06 -2.18
C 2.19 -7.56 -1.10
C 1.12 -8.49 -0.99
C 0.59 -8.72 0.25
C 1.00 -7.97 1.39
C 1.99 -7.01 1.26
C 2.60 -6.87 0.02
H 2.35 -2.88 -2.21
H 4.04 -3.43 -2.00
H 3.63 -1.66 -1.92
H 1.94 -1.61 2.60
H 3.42 -3.85 2.85
H 4.85 -5.35 1.17
H 5.11 -4.53 -0.40
H 0.72 -9.02 -1.86
H -0.20 -9.42 0.38
H 0.54 -8.14 2.34
H 2.31 -6.34 2.07
Br 3.69 1.07 -0.76
O -0.68 0.43 1.13
C -0.36 1.61 1.84
C -0.44 1.55 3.25
C -0.11 2.66 4.03
C 0.22 3.85 3.36
C 0.35 3.89 1.98
C 0.10 2.75 1.19
C 0.38 2.83 -0.32
O 0.37 3.92 -0.82
O 0.53 1.69 -0.96
H -1.34 0.68 0.41
H -0.70 0.57 3.70
H -0.07 2.55 5.12
H 0.53 4.67 3.95
H 0.62 4.79 1.42
Cl 6.26 3.24 0.50
Ge 4.14 2.89 1.01
Cl 3.92 1.88 2.92
Cl 3.66 5.01 1.58

9
Properties=species:S:1:pos:R:3 method="wB97M-V/def2-TZVPD" homo_lumo_gap_ev=11.07 relative_energy_kcal_mol=42.52 e_tot_ev=-6257.5356 smiles="C#CCC=O"
C 0.75 -1.25 1.36
C 0.28 -0.18 1.09
C -0.19 0.84 0.15
C -0.46 0.11 -1.18
O -0.13 -1.02 -1.41
H 1.19 -2.21 1.53
H -1.07 1.43 0.44
H 0.61 1.56 -0.03
H -0.98 0.71 -1.95